No. 1
13
Properties=species:S:1:pos:R:3:forces:R:3 method="wB97M-V/def2-TZVPD" total_charge=0 gap_ev=10.322 e_homo_ev=-9.21
H 0.969727 0.202901 -1.916784 -0.08 0.01 0.11
C -0.929250 2.428581 -0.631256 0.20 -0.42 -0.03
H -1.359035 -1.000816 -0.652949 0.10 -0.07 0.11
N -0.431016 -1.165645 -1.036383 -0.23 -0.05 0.00
H -1.394561 3.384547 -0.527384 0.06 -0.21 0.04
C -0.394588 1.357553 -0.772737 -0.17 0.40 0.05
H 0.358557 -1.738805 1.920691 -0.06 0.16 -0.09
H -0.646844 -0.302347 1.641226 0.13 0.00 -0.13
C 0.288551 0.116853 -1.072984 0.15 0.19 -0.11
H 1.508331 -1.480928 -0.248826 -0.11 0.05 0.02
C 0.603675 -0.911088 -0.040863 0.21 -0.01 0.13
C 0.327708 -0.756519 1.435112 -0.07 0.02 -0.03
H 1.098746 -0.134287 1.903136 -0.12 -0.07 -0.09

=====

No. 2
13
Properties=species:S:1:pos:R:3:forces:R:3 method="wB97M-V/def2-TZVPD" total_charge=0 gap_ev=12.106 e_homo_ev=-11.16
C 0.399208 -1.035610 -0.175570 -0.08 -0.13 -0.06
H 0.091882 -1.741906 0.600940 0.02 0.15 -0.15
H 0.376947 1.950843 -0.573167 -0.08 -0.14 0.12
H 2.183527 0.293802 -0.276979 -0.17 -0.02 0.08
H -0.886125 0.138428 -1.606658 0.09 -0.09 0.21
C 0.147500 1.124253 0.104687 0.02 0.17 0.08
C -0.720751 0.000353 -0.532369 -0.01 -0.13 -0.04
C -2.010567 -0.266063 0.102686 -0.76 -0.25 0.45
H -0.280812 1.530874 1.023654 0.05 -0.06 -0.15
C 1.297329 0.113216 0.338079 0.13 0.06 0.05
H 0.785638 -1.603225 -1.026823 -0.10 0.13 0.13
N -3.001856 -0.525162 0.641941 0.93 0.31 -0.53
H 1.618081 0.020197 1.379578 -0.05 -0.01 -0.20

=====

No. 3
13
Properties=species:S:1:pos:R:3:forces:R:3 method="wB97M-V/def2-TZVPD" total_charge=0 gap_ev=7.783 e_homo_ev=-7.17
N -0.241839 -1.535438 -0.062889 -1.86 -0.32 -1.10
H -1.623785 -2.770819 -0.774423 -3.68 -2.26 0.74
C 0.896968 0.033138 1.448934 1.27 -0.54 0.58
C -0.420077 2.355967 -1.251481 -0.35 -0.66 -0.49
C -1.382505 3.076542 -1.204520 -0.40 1.54 0.59
H -2.112336 3.904373 -1.038431 1.00 -1.46 -0.37
C -0.733071 -2.382158 -0.935712 4.99 2.21 0.12
H 0.279593 1.549886 -1.428263 -0.28 0.61 0.25
H 1.932107 0.050025 0.897030 -2.05 0.22 0.86
H 0.995636 -0.812858 2.166299 0.37 1.08 0.51
H -0.115658 -2.442042 -1.816523 -0.48 -0.27 -0.38
H 0.642122 1.050694 1.903594 0.43 -1.68 -0.65
C -0.123714 -0.516759 0.543786 1.04 1.53 -0.68

=====

No. 4
13
Properties=species:S:1:pos:R:3:forces:R:3 method="wB97M-V/def2-TZVPD" total_charge=0 gap_ev=9.028 e_homo_ev=-7.97
H -0.000658 -1.967243 0.272257 -0.03 0.09 -0.13
C 1.934159 -0.028588 -0.102051 0.07 -0.01 0.03
C -1.739685 0.675081 0.012540 -0.11 -0.05 0.02
C -0.403023 1.160273 -0.063404 0.11 0.01 0.01
H -2.441223 -1.443381 0.202342 0.07 0.15 0.02
H 2.291748 -0.006391 -1.139023 -0.14 -0.02 0.14
H 2.422207 0.794761 0.426637 -0.10 -0.10 -0.05
H -2.649480 1.259805 -0.006408 0.15 -0.07 0.00
N -0.349820 -1.039318 0.098818 0.28 -0.09 0.07
H 2.287613 -0.964141 0.344365 -0.03 0.12 -0.02
H -0.096728 2.195885 -0.143818 -0.03 -0.18 -0.03
C -1.671817 -0.689401 0.119577 -0.14 0.06 0.00
C 0.443083 0.076753 -0.007520 -0.10 0.09 -0.04

=====

No. 5
13
Properties=species:S:1:pos:R:3:forces:R:3 method="wB97M-V/def2-TZVPD" total_charge=0 gap_ev=11.511 e_homo_ev=-10.58
H -1.422518 1.221902 -0.834373 0.69 -0.94 0.21
C -0.515060 1.281384 -0.212202 1.18 0.13 -0.76
H -0.691835 2.137757 0.469832 0.98 -0.45 -0.57
H 0.849200 -1.973001 0.458321 -0.10 0.31 -0.03
C 0.921021 0.888652 -0.888988 -0.62 0.58 0.06
C 0.388894 0.167552 0.283156 -0.20 0.01 0.30
H -0.266459 -1.563333 -0.840675 -0.08 0.08 0.17
H 0.898808 0.423564 1.209409 -0.27 -0.12 0.05
H 1.831548 1.487248 -0.784110 -0.60 0.08 0.21
N -1.972726 -1.629408 1.841823 0.73 0.00 -0.65
H 0.974693 0.296013 -1.819395 -0.68 0.62 0.37
C -1.097100 -1.534737 1.093719 -0.88 -0.29 0.68
C 0.023203 -1.301763 0.183628 -0.14 0.00 -0.03

=====

No. 6
13
Properties=species:S:1:pos:R:3:forces:R:3 method="wB97M-V/def2-TZVPD" total_charge=0 gap_ev=9.890 e_homo_ev=-8.65
C 1.181644 -0.011344 -0.711504 -0.03 0.08 -0.05
N -1.605974 0.164917 -0.136672 -0.91 0.17 0.95
H 0.355842 -2.056427 -0.433213 0.07 0.11 -0.10
H -2.072925 -0.111811 -0.967123 0.66 0.31 -1.08
H 1.888338 -0.181655 -1.516602 0.29 0.03 0.37
C -0.684152 -0.489349 0.688202 0.00 -0.31 0.42
C 0.669921 1.178834 -0.387354 -0.18 -0.21 -0.34
C 0.568123 -1.129375 0.107244 -0.11 -0.03 -0.12
H 1.264089 -1.378052 0.924659 -0.20 -0.04 -0.19
C -0.582808 0.997468 0.412185 0.00 0.28 0.10
H -0.914723 1.748521 1.128023 0.10 -0.09 -0.14
H -1.148754 -0.882408 1.583897 0.51 -0.08 0.36
H 1.044300 2.148737 -0.705807 -0.20 -0.22 -0.17

=====

No. 7
13
Properties=species:S:1:pos:R:3:forces:R:3 method="wB97M-V/def2-TZVPD" total_charge=0 gap_ev=9.987 e_homo_ev=-9.17
H -1.620002 -1.264290 -1.153360 0.08 0.15 -0.01
H -1.020841 0.799697 2.825597 0.04 -0.09 -0.11
H -1.903025 0.471735 -1.326790 0.13 -0.10 0.01
C -0.381220 -0.052028 1.032020 -0.04 -0.02 0.03
C 1.304915 0.278619 -0.677376 0.10 0.03 0.16
H -0.664777 -0.322874 -2.306001 -0.06 0.00 0.15
C -0.083084 -0.025943 -0.248018 -0.08 0.00 0.26
C -0.691790 -0.090852 2.295674 0.07 0.01 -0.17
H -0.610295 -1.012902 2.866059 0.01 0.10 -0.10
C -1.127081 -0.300588 -1.313303 -0.07 -0.02 -0.09
N 2.238935 0.553103 0.140331 -0.13 -0.06 -0.37
H 1.450815 0.243131 -1.767509 0.03 0.02 0.16
H 3.107448 0.723192 -0.367324 -0.07 -0.01 0.08

=====

No. 8
13
Properties=species:S:1:pos:R:3:forces:R:3 method="wB97M-V/def2-TZVPD" total_charge=0 gap_ev=9.560 e_homo_ev=-8.65
C 0.321852 -0.095763 0.034962 0.03 -0.04 -0.02
H 0.915240 -0.215395 -2.031705 -0.09 -0.04 0.11
H -1.106110 -0.154088 1.720668 0.17 -0.06 -0.14
N 1.197514 -0.708966 0.886212 -0.02 0.03 -0.12
H 0.021283 3.642925 0.196065 0.05 -0.21 -0.03
H 0.182576 -1.368394 1.845289 0.01 0.09 -0.01
C 0.103772 2.578912 0.143086 -0.04 -0.46 0.02
H 0.194317 -1.709622 -1.398530 -0.01 0.16 0.04
C 0.124455 -0.618061 -1.391591 0.01 -0.04 -0.06
H -1.088593 -1.675894 0.658296 0.09 0.17 -0.05
H -0.836787 -0.300950 -1.809233 0.12 -0.03 0.09
C 0.178799 1.377247 0.110554 -0.09 0.48 0.07
C -0.533045 -0.865895 1.127001 -0.25 -0.04 0.10

=====

Repeat the second record exactly.
13
Properties=species:S:1:pos:R:3:forces:R:3 method="wB97M-V/def2-TZVPD" total_charge=0 gap_ev=12.106 e_homo_ev=-11.16
C 0.399208 -1.035610 -0.175570 -0.08 -0.13 -0.06
H 0.091882 -1.741906 0.600940 0.02 0.15 -0.15
H 0.376947 1.950843 -0.573167 -0.08 -0.14 0.12
H 2.183527 0.293802 -0.276979 -0.17 -0.02 0.08
H -0.886125 0.138428 -1.606658 0.09 -0.09 0.21
C 0.147500 1.124253 0.104687 0.02 0.17 0.08
C -0.720751 0.000353 -0.532369 -0.01 -0.13 -0.04
C -2.010567 -0.266063 0.102686 -0.76 -0.25 0.45
H -0.280812 1.530874 1.023654 0.05 -0.06 -0.15
C 1.297329 0.113216 0.338079 0.13 0.06 0.05
H 0.785638 -1.603225 -1.026823 -0.10 0.13 0.13
N -3.001856 -0.525162 0.641941 0.93 0.31 -0.53
H 1.618081 0.020197 1.379578 -0.05 -0.01 -0.20